{"formula": "C80H96N6O45", "method": "wB97M-V/def2-TZVPD", "gap_ev": 8.44, "energy_ha": -6819.82952, "homo_ev": -9.79, "charge": 0, "e_lumo_ha": -0.04949, "symbols": ["C", "C", "C", "O", "C", "O", "O", "H", "H", "H", "H", "H", "H", "C", "C", "C", "O", "C", "O", "O", "H", "H", "H", "H", "H", "H", "C", "C", "C", "O", "C", "O", "O", "H", "H", "H", "H", "H", "H", "C", "C", "C", "O", "C", "O", "O", "H", "H", "H", "H", "H", "H", "C", "C", "C", "O", "C", "O", "O", "H", "H", "H", "H", "H", "H", "C", "C", "C", "O", "C", "O", "O", "H", "H", "H", "H", "H", "H", "C", "C", "C", "O", "C", "O", "O", "H", "H", "H", "H", "H", "H", "C", "C", "C", "O", "C", "O", "O", "H", "H", "H", "H", "H", "H", "C", "C", "C", "O", "C", "O", "O", "H", "H", "H", "H", "H", "H", "C", "C", "C", "O", "C", "O", "O", "H", "H", "H", "H", "H", "H", "C", "C", "C", "O", "C", "O", "O", "H", "H", "H", "H", "H", "H", "C", "C", "C", "C", "C", "C", "N", "O", "O", "H", "H", "H", "H", "H", "C", "C", "C", "C", "C", "C", "N", "O", "O", "H", "H", "H", "H", "H", "C", "C", "C", "C", "C", "C", "N", "O", "O", "H", "H", "H", "H", "H", "C", "C", "C", "C", "C", "C", "N", "O", "O", "H", "H", "H", "H", "H", "C", "C", "C", "C", "C", "C", "N", "O", "O", "H", "H", "H", "H", "H", "C", "C", "C", "C", "C", "C", "N", "O", "O", "H", "H", "H", "H", "H"], "xyz": [[-3.2103, -6.4839, 4.0682], [-1.9458, -6.0339, 4.7260], [-1.6541, -4.5485, 4.6408], [-1.5825, -4.1438, 6.0108], [-1.9145, -5.1157, 6.8069], [-1.9586, -4.9557, 8.0432], [-2.1259, -6.2338, 6.0983], [-3.0910, -6.2434, 3.0118], [-4.1903, -6.1668, 4.4248], [-3.2521, -7.5626, 4.2190], [-1.0577, -6.5921, 4.4293], [-2.3329, -3.9156, 4.0691], [-0.6401, -4.3659, 4.2850], [4.3868, -0.5615, -3.6984], [5.2539, -0.2930, -4.9316], [5.4652, -1.5173, -5.7806], [5.0439, -1.2463, -7.0403], [4.4522, -0.0327, -7.1219], [3.9252, 0.3907, -8.0885], [4.6380, 0.6003, -5.8857], [3.4214, -0.9674, -4.0006], [4.0897, 0.4011, -3.2821], [4.7536, -1.2261, -2.9162], [6.2096, 0.1229, -4.6126], [4.9587, -2.3468, -5.2870], [6.5223, -1.7241, -5.6136], [-7.0127, -2.3608, 2.9059], [-5.6874, -1.5454, 3.1980], [-4.4837, -2.1200, 2.5265], [-4.1223, -1.1223, 1.6175], [-4.7923, -0.0166, 1.8743], [-4.6265, 1.1134, 1.3621], [-5.7966, -0.3293, 2.6409], [-6.9743, -3.4322, 3.1024], [-7.2230, -2.1905, 1.8500], [-7.8067, -1.9488, 3.5288], [-5.6013, -1.4693, 4.2819], [-4.7845, -3.0050, 1.9656], [-3.7119, -2.3648, 3.2562], [-2.3976, -5.7951, -2.3160], [-2.5078, -4.4324, -1.7188], [-3.7219, -4.2163, -0.8188], [-3.1984, -4.0521, 0.4570], [-1.8504, -3.8572, 0.3889], [-1.0582, -3.7532, 1.3887], [-1.4636, -4.2154, -0.8427], [-3.1063, -5.8952, -3.1381], [-2.5241, -6.5049, -1.4985], [-1.4155, -5.9197, -2.7722], [-2.5719, -3.6231, -2.4463], [-4.2717, -5.1297, -1.0457], [-4.3478, -3.3899, -1.1555], [3.4682, 3.3417, -3.6121], [3.5596, 4.7051, -2.8417], [2.0990, 5.3543, -2.6604], [2.3236, 5.8966, -1.3351], [3.3255, 5.2699, -0.6811], [3.6045, 5.4549, 0.4893], [3.9479, 4.4163, -1.4929], [4.4476, 2.8642, -3.6399], [3.0517, 3.5569, -4.5962], [2.7306, 2.6753, -3.1649], [4.2446, 5.4123, -3.3094], [1.3433, 4.5708, -2.6036], [1.9192, 6.0472, -3.4824], [-3.8204, 4.2948, -0.1254], [-2.6073, 5.1821, -0.1120], [-2.6186, 6.3906, 0.7890], [-1.5499, 6.3123, 1.6976], [-0.9944, 5.0765, 1.5205], [-0.1716, 4.5801, 2.2849], [-1.6672, 4.4152, 0.5430], [-4.3667, 4.3351, 0.8170], [-3.5361, 3.2812, -0.4082], [-4.5563, 4.6965, -0.8220], [-2.1423, 5.4697, -1.0549], [-3.5614, 6.4966, 1.3256], [-2.5491, 7.2890, 0.1757], [-2.2714, 2.1112, -2.8756], [-2.2966, 0.5699, -2.6892], [-2.5371, 0.1547, -1.2706], [-3.6106, -0.7059, -1.4330], [-4.1622, -0.6568, -2.5916], [-5.1995, -1.2515, -2.9590], [-3.4537, 0.1372, -3.3714], [-2.0624, 2.2419, -3.9373], [-1.4947, 2.6295, -2.3132], [-3.2369, 2.5895, -2.7107], [-1.3893, 0.0587, -3.0111], [-2.7858, 1.0038, -0.6339], [-1.6260, -0.3172, -0.9029], [2.8695, 2.9908, 2.9802], [4.1369, 2.3678, 2.3223], [4.5760, 1.0169, 2.8290], [4.8303, 0.3436, 1.5915], [4.2995, 0.9132, 0.6136], [4.2431, 0.4322, -0.5268], [3.8227, 2.1100, 1.0037], [2.2096, 2.1693, 3.2589], [2.4595, 3.6419, 2.2081], [2.9852, 3.6064, 3.8723], [4.9842, 3.0523, 2.2817], [3.8135, 0.5996, 3.4868], [5.5284, 1.0972, 3.3530], [3.0947, -4.5467, 3.2019], [3.6858, -3.3035, 2.6149], [4.3929, -2.3646, 3.5730], [5.5683, -1.9588, 2.8533], [5.7315, -2.7864, 1.7362], [6.6728, -2.7808, 0.9861], [4.7584, -3.7011, 1.7736], [2.3394, -4.3869, 3.9713], [3.9019, -5.1356, 3.6374], [2.7382, -5.2614, 2.4601], [2.9699, -2.7573, 2.0007], [4.4558, -2.7849, 4.5768], [3.7206, -1.5100, 3.6488], [3.0872, -5.4945, -0.4592], [4.3321, -4.9198, -1.1652], [5.1289, -5.8940, -2.0082], [4.5650, -5.7113, -3.3430], [3.9178, -4.5018, -3.3677], [3.5560, -3.9368, -4.4034], [3.8082, -4.0587, -2.1549], [2.3945, -6.1406, -0.9984], [2.4842, -4.6140, -0.2371], [3.3509, -5.8682, 0.5302], [5.0754, -4.4594, -0.5143], [4.9190, -6.9068, -1.6640], [6.1682, -5.5665, -2.0303], [0.9111, -0.4557, 7.8375], [1.2212, -1.9561, 7.6943], [1.1602, -2.3022, 6.2138], [2.5753, -2.4907, 5.9342], [3.3677, -2.6029, 6.9252], [4.5954, -2.8894, 6.8714], [2.5858, -2.1883, 8.0253], [-0.0496, -0.2674, 7.3581], [1.7142, 0.1528, 7.4217], [0.7442, -0.1574, 8.8725], [0.6648, -2.6720, 8.2993], [0.8626, -1.4547, 5.5962], [0.6921, -3.2710, 6.0394], [-2.4122, -0.4488, 5.4892], [-3.0275, 0.7066, 5.0191], [-3.9134, 1.3967, 5.8256], [-4.1862, 0.9165, 7.1340], [-3.5578, -0.3006, 7.5679], [-2.7433, -0.9981, 6.7150], [-5.0090, 1.7159, 8.0815], [-5.4037, 2.8167, 7.7133], [-5.3491, 1.2485, 9.1851], [-1.8312, -1.0132, 4.7749], [-2.6779, 1.1747, 4.1107], [-4.3954, 2.2884, 5.4528], [-3.8243, -0.7451, 8.5154], [-2.3656, -1.9568, 7.0383], [-0.8930, 1.8748, -9.3788], [0.1544, 1.1040, -9.0050], [0.7629, 1.3242, -7.7732], [0.1103, 2.1695, -6.8162], [-0.9342, 2.9562, -7.2252], [-1.4358, 2.8251, -8.5158], [0.7734, 2.3100, -5.4496], [1.6155, 1.4575, -5.1513], [0.4088, 3.2109, -4.6629], [-1.2991, 1.8436, -10.3790], [0.4995, 0.3695, -9.7176], [1.6990, 0.8031, -7.6375], [-1.4210, 3.5681, -6.4802], [-2.2949, 3.4179, -8.7932], [-4.5351, 5.1191, -6.7429], [-4.3877, 4.6118, -5.4946], [-3.2923, 4.9986, -4.7608], [-2.2507, 5.6931, -5.3292], [-2.4048, 6.1109, -6.6715], [-3.5497, 5.8453, -7.4019], [-1.0120, 5.9707, -4.5365], [-0.8927, 5.4279, -3.4126], [-0.0697, 6.5981, -5.0423], [-5.4219, 4.8348, -7.2898], [-5.2384, 4.0357, -5.1618], [-3.1931, 4.6954, -3.7290], [-1.7081, 6.7999, -7.1256], [-3.7035, 6.0342, -8.4541], [1.2521, 0.4507, -1.5732], [1.2909, -0.8174, -0.9603], [0.9656, -1.0522, 0.3591], [0.6814, 0.0683, 1.1328], [0.6821, 1.3447, 0.6094], [0.9545, 1.5533, -0.7480], [0.3594, -0.1364, 2.5874], [-0.3333, 0.7348, 3.1820], [0.7587, -1.1684, 3.1765], [1.4593, 0.5515, -2.6283], [1.5647, -1.6676, -1.5674], [1.0413, -2.0625, 0.7333], [0.2287, 2.0600, 1.2795], [1.0378, 2.5728, -1.0946], [1.4447, -3.6320, -8.6967], [0.1495, -4.0102, -8.4054], [-0.4604, -3.7588, -7.1803], [0.3393, -3.0732, -6.1989], [1.6885, -2.7470, -6.4734], [2.2021, -2.9695, -7.7608], [-0.2367, -2.7088, -4.8423], [-1.3677, -3.0515, -4.5353], [0.4348, -2.0061, -4.1076], [1.7384, -3.7393, -9.7304], [-0.3994, -4.5389, -9.1707], [-1.4987, -3.9870, -6.9897], [2.2492, -2.1908, -5.7368], [3.2161, -2.6735, -7.9859], [0.1500, 3.2359, 5.4764], [0.9933, 3.4306, 6.5909], [0.7925, 4.5521, 7.3369], [-0.3170, 5.3819, 7.1472], [-1.2207, 5.1220, 6.1267], [-0.8865, 4.0897, 5.2567], [-0.5810, 6.4813, 8.1082], [0.2956, 6.8492, 8.8716], [-1.7236, 6.9923, 8.1716], [0.2678, 2.3694, 4.8426], [1.9135, 2.8692, 6.6577], [1.5480, 4.7553, 8.0815], [-2.1106, 5.7303, 6.0597], [-1.4778, 3.9374, 4.3659]], "mulliken_charge": [-1.467, 0.624, 1.279, 0.178, 0.407, -0.624, -0.393, 0.281, 0.349, 0.412, 0.315, -1.011, -0.159, 0.165, 0.165, -0.188, -0.402, 0.526, -0.555, -0.260, -0.529, -0.299, 0.465, 0.425, 0.103, 0.426, -1.599, 0.495, 0.571, 0.317, 0.254, -0.632, -0.383, 0.364, 0.424, 0.409, 0.183, 0.248, -0.800, -1.702, 1.156, -0.510, -0.076, 0.261, -0.388, -0.123, 0.409, 0.435, 0.346, -0.220, 0.368, 0.149, -0.639, 0.055, 0.305, -0.395, 0.660, -0.593, -0.312, 0.505, 0.342, -0.427, 0.402, -0.241, 0.280, -1.434, 1.191, -0.779, -0.346, -0.043, -0.313, 0.265, 0.515, -0.025, 0.454, -0.204, 0.305, 0.365, -1.749, 1.506, 1.408, -0.375, 0.351, -0.704, -0.494, 0.402, 0.294, 0.446, -0.159, -0.338, -0.594, -0.710, 0.435, -0.450, -0.248, 0.139, -0.423, 0.048, -0.275, 0.039, 0.612, 0.281, -0.079, 0.504, -1.498, 1.729, 1.122, -0.419, 0.589, -0.594, -0.484, -0.019, 0.544, 0.210, -0.784, 0.148, -0.490, -0.998, 1.183, -0.767, -0.404, 0.154, -0.501, 0.094, 0.442, -0.011, 0.398, -0.306, 0.336, 0.365, -1.326, 0.599, 0.123, 0.065, 0.535, -0.642, -0.487, 0.112, 0.355, 0.499, 0.396, -0.195, -0.233, 0.515, -0.556, -0.377, -0.689, -0.399, -1.059, 0.978, -0.592, -0.600, 0.253, 0.775, 0.618, 0.533, 0.566, -0.587, -0.806, 0.113, -0.293, 0.562, -0.552, 0.411, 0.113, 0.044, 0.394, 0.453, 0.145, -0.139, 0.401, -0.385, -0.733, 0.544, -0.413, -0.137, -0.739, 0.779, -0.260, -0.625, 0.339, 0.455, 0.215, 0.446, 0.474, 1.589, -1.149, -0.279, 0.277, -0.108, -0.283, 0.721, -0.274, -0.031, -0.495, -0.090, 0.770, -0.259, -0.233, -0.738, -0.441, -0.748, -0.468, 1.005, -0.695, 1.385, -0.680, -0.590, 0.409, 0.391, 0.543, 0.042, 0.480, -0.045, -1.047, -0.195, -0.135, -0.759, -0.244, 0.919, -0.580, -0.573, 0.497, 0.447, 0.458, 0.517, 0.716]}